The following is a quantum chemistry calculation of a structure of composition C6H9NO, from the Open Molecules 2025 dataset.

Summary:
- LUMO level: -0.3 eV
- ΔE to the lowest compared entry with this formula, charge and spin: 102.9 kcal per mole
- E_HOMO: -8.2 eV
- Orbital gap: 0.2922 Eh
- DFT total energy: -9901.14254 eV

Each line ends with the Löwdin charge.
Element x y z (Å)
H: -1.03807 -0.09555 1.75334  0.109
H: -0.07203 -1.19087 0.62787  0.085
H: 1.43359 2.38213 1.11518  0.091
H: -2.55625 -1.30245 -1.32285  0.064
O: -2.11675 -1.68136 1.05496  -0.007
H: -0.46495 2.03158 -0.42278  0.124
C: -1.85202 -0.54237 -1.64165  0.051
H: 2.34372 -1.01082 0.66046  0.074
C: -1.04992 0.01950 -0.77037  -0.200
H: 1.21366 -1.33925 -0.73687  0.083
N: 1.91431 1.63790 0.63453  0.094
H: 2.75096 1.32874 1.10201  0.089
C: 1.13189 0.65411 0.04462  -0.413
C: -1.18627 -0.90400 0.99821  -0.296
C: -0.13100 0.99994 -0.49031  -0.049
C: 1.47932 -0.69353 0.08881  0.030
H: -1.80018 -0.29370 -2.69518  0.071

=====

The following is a quantum chemistry calculation of a cluster of 2 separate species, C6H9NO in total, from the Open Molecules 2025 dataset.

Summary:
- SMILES string: c1ccncc1.CO
- LUMO level: 0.6 eV
- ΔE to the lowest compared entry with this formula, charge and spin: 58.8 kcal per mole
- E_HOMO: -9.5 eV
- Orbital gap: 0.3718 Eh
- DFT total energy: -9903.05406 eV

Each line ends with the Löwdin charge.
Element x y z (Å)
C: 1.33691 1.33067 -0.06912  -0.066
C: -2.92474 -0.57290 0.09228  -0.249
H: -0.48797 0.64171 -0.46786  0.069
H: -1.79670 -0.52266 -0.06164  0.036
H: 0.26193 -1.72208 -0.69632  0.135
C: 0.99625 -0.94031 -0.26618  -0.065
C: 2.32105 -1.15812 0.06660  -0.142
O: -3.41621 0.67307 -0.14203  -0.156
H: -3.16756 -0.90897 1.17153  0.110
H: 1.01193 2.33252 0.04476  0.096
N: 3.17522 -0.15846 0.07177  0.060
H: -3.34068 1.09055 0.83611  0.162
H: 2.67793 -2.09651 0.40278  0.096
C: 0.48952 0.34130 -0.29978  -0.125
C: 2.72556 1.00215 -0.01301  -0.185
H: 3.32433 1.96109 0.08391  0.125
H: -3.18678 -1.29305 -0.75379  0.102

=====

The following is a quantum chemistry calculation of an isolated molecule of C6H9NO, from the Open Molecules 2025 dataset.

Summary:
- SMILES string: C1=C[C@H]2COC[C@@H]1N2
- LUMO level: 0.9 eV
- ΔE to the lowest compared entry with this formula, charge and spin: 96.0 kcal per mole
- E_HOMO: -8.9 eV
- Orbital gap: 0.3618 Eh
- DFT total energy: -9901.43980 eV

Each line ends with the Löwdin charge.
Element x y z (Å)
C: -0.09476 1.40305 0.58017  -0.227
H: 2.36359 -0.69393 0.09491  0.137
H: -0.92219 -0.79123 1.38250  0.010
H: -1.02081 0.82698 -2.20902  0.101
H: -0.39389 1.74351 1.72135  0.155
H: 0.53942 -1.20681 -2.34203  0.119
C: 0.22258 -1.27967 -0.02521  -0.267
C: -1.12524 0.41066 0.00138  -0.358
C: 1.38219 -0.36703 0.55887  -0.158
H: 1.61542 -0.49382 1.68575  0.147
C: -0.16250 -0.99635 -1.49494  -0.004
H: -2.06932 1.00114 0.38327  0.170
N: -1.12910 -0.95354 0.52987  0.074
H: 0.50997 -2.32977 0.06910  0.128
C: -0.82771 0.18483 -1.39671  -0.047
H: -0.04287 2.57718 0.22052  0.173
O: 1.15524 0.96481 0.24022  -0.153

=====

The following is a quantum chemistry calculation of an isolated molecule of C6H9NO, from the Open Molecules 2025 dataset.

Summary:
- SMILES string: O=C1C[C@H]2CCCN12
- LUMO level: 0.9 eV
- ΔE to the lowest compared entry with this formula, charge and spin: 74.0 kcal per mole
- E_HOMO: -9.1 eV
- Orbital gap: 0.3679 Eh
- DFT total energy: -9902.39341 eV

Each line ends with the Löwdin charge.
Element x y z (Å)
H: 2.41688 0.95412 -0.35866  0.145
H: 0.69991 -0.72533 1.50463  0.128
H: -1.44350 1.78379 1.19407  0.125
H: 1.58668 -0.95829 -1.46797  0.155
H: 2.48754 -1.05745 0.89138  0.139
H: 0.46108 1.70084 -1.44875  0.136
O: -1.98774 -1.03597 0.50792  0.053
H: 0.74621 -2.36986 -0.48552  0.151
C: -1.06749 1.44152 0.14830  -0.024
C: 1.43527 -0.64779 0.68039  -0.255
C: 1.55928 0.86404 0.46109  -0.146
H: 1.55158 1.45265 1.44498  0.139
C: 0.37511 1.07338 -0.51452  -0.227
N: -0.23889 -0.37015 -0.79226  -0.030
C: 0.92047 -1.23259 -0.53330  -0.201
C: -1.40999 -0.13153 -0.07474  -0.450
H: -1.80809 1.89616 -0.79496  0.162

=====

The following is a quantum chemistry calculation of an isolated molecule of C6H9NO, from the Open Molecules 2025 dataset.

Summary:
- SMILES string: C=N/C=C/CCC=O
- LUMO level: 0.9 eV
- ΔE to the lowest compared entry with this formula, charge and spin: 52.7 kcal per mole
- E_HOMO: -8.9 eV
- Orbital gap: 0.3602 Eh
- DFT total energy: -9903.31727 eV

Each line ends with the Löwdin charge.
Element x y z (Å)
H: -0.45330 -1.03260 -0.52435  0.108
O: -0.29469 2.39410 -3.12496  0.040
C: 0.28703 -0.52854 0.09297  -0.112
H: 1.52102 -0.76068 1.79918  0.113
H: -1.59546 -1.49969 2.43967  0.086
H: -1.11737 0.59176 -2.56671  0.126
C: -0.93193 -2.37934 2.35301  -0.039
H: -0.97384 1.81337 -0.23861  0.123
H: 1.46719 0.40140 -1.36611  0.120
H: -1.16838 -3.39802 2.69111  0.073
N: 0.15761 -2.30698 1.72201  -0.034
H: 1.74023 1.01521 0.20057  0.108
C: -0.57853 1.52845 -2.32740  -0.251
C: -0.08938 1.79418 -0.90370  -0.165
H: 0.42943 2.74006 -1.00843  0.109
C: 0.91965 0.74077 -0.45844  -0.212
C: 0.68072 -1.11344 1.22021  -0.194

=====

The following is a quantum chemistry calculation of a structure of composition C6H9NO, from the Open Molecules 2025 dataset.

Summary:
- LUMO level: 1.0 eV
- ΔE to the lowest compared entry with this formula, charge and spin: 71.8 kcal per mole
- E_HOMO: -9.2 eV
- Orbital gap: 0.3748 Eh
- DFT total energy: -9902.48888 eV

Each line ends with the Löwdin charge.
Element x y z (Å)
H: -2.06630 0.83322 0.25917  0.101
H: 1.86880 -0.90354 1.44319  0.162
C: -0.15485 0.95322 -0.53741  -0.184
H: 1.21145 1.81027 0.90065  0.159
H: -0.34550 1.81062 -1.11135  0.129
H: -1.96306 0.05610 -1.19737  0.080
C: 0.25191 -1.20317 -0.05160  -0.296
C: 1.14447 -0.44284 0.75625  -0.185
H: -0.25814 1.14417 1.68468  0.138
C: 0.47854 0.88490 0.85343  -0.106
H: 0.58748 -0.39342 -2.16282  0.148
O: 1.98456 -0.11232 -0.51137  -0.039
N: -1.15555 -1.09813 0.19803  0.027
H: -1.30387 -1.04207 1.19250  0.107
C: -1.47305 0.22028 -0.33202  -0.190
C: 0.71070 -0.23309 -1.11733  -0.226
H: 0.48240 -2.28421 -0.26665  0.175

=====

The following is a quantum chemistry calculation of an isolated molecule of C6H9NO, from the Open Molecules 2025 dataset.

Summary:
- SMILES string: C1[C@@H]2O[C@@H]2C[C@@H]2N[C@H]12
- LUMO level: 0.9 eV
- ΔE to the lowest compared entry with this formula, charge and spin: 132.0 kcal per mole
- E_HOMO: -8.9 eV
- Orbital gap: 0.3604 Eh
- DFT total energy: -9899.87942 eV

Each line ends with the Löwdin charge.
Element x y z (Å)
H: -1.14136 -0.64091 1.80799  0.145
H: -1.43710 1.22374 1.79860  0.164
H: -1.28028 0.69569 -2.13973  0.119
O: 1.21005 -0.81072 0.87212  -0.082
C: 0.58859 0.44762 1.41196  -0.163
C: -0.95063 0.29910 1.18651  -0.188
H: -2.56297 0.39732 0.00262  0.156
H: 2.63480 0.77125 0.22274  0.156
C: -0.57930 0.37092 -1.34800  -0.162
H: 0.80604 0.95903 2.36883  0.136
C: 0.97708 0.33320 -1.29577  -0.117
H: -0.74793 -1.95096 -0.59693  0.151
H: 1.42066 -0.85161 -1.70744  0.194
C: 1.51474 0.42772 0.20216  -0.267
N: -1.34690 -1.06055 -1.02749  0.008
H: 1.40629 1.33570 -1.92190  0.153
C: -1.44218 0.11650 -0.09342  -0.403

=====

The following is a quantum chemistry calculation of an isolated molecule of C6H9NO, from the Open Molecules 2025 dataset.

Summary:
- SMILES string: C=C/N=C(/O)C(=C)C
- LUMO level: 0.8 eV
- ΔE to the lowest compared entry with this formula, charge and spin: 36.6 kcal per mole
- E_HOMO: -8.8 eV
- Orbital gap: 0.3531 Eh
- DFT total energy: -9904.01747 eV

Each line ends with the Löwdin charge.
Element x y z (Å)
C: 0.54144 1.60358 1.00798  -0.262
H: 0.21414 1.65284 3.08697  0.056
H: 0.44529 -1.65719 -2.44051  0.089
C: 0.74013 -0.64112 0.14008  -0.388
C: 0.28900 2.20873 2.16238  -0.002
H: 0.62657 2.17454 0.09062  0.110
C: -0.45055 -0.66407 -0.76914  -0.273
H: 2.20785 -1.68694 0.70440  0.122
N: 1.11524 0.27778 0.92147  0.110
C: -0.44369 -1.74255 -1.80953  -0.059
H: -2.34424 0.19497 -1.20253  0.070
H: -0.40864 -2.72011 -1.31896  0.085
H: 0.12299 3.26833 2.21592  0.045
H: -1.34033 -1.68959 -2.42886  0.080
O: 1.45494 -1.78535 0.10201  0.069
C: -1.42957 0.21624 -0.63372  0.083
H: -1.34056 0.98991 0.17145  0.065

=====

The following is a quantum chemistry calculation of a structure of composition C6H9NO, from the Open Molecules 2025 dataset.

Summary:
- LUMO level: -0.1 eV
- ΔE to the lowest compared entry with this formula, charge and spin: 138.0 kcal per mole
- E_HOMO: -8.3 eV
- Orbital gap: 0.2997 Eh
- DFT total energy: -9899.61930 eV

Each line ends with the Löwdin charge.
Element x y z (Å)
H: 1.71956 0.48809 0.30963  0.096
C: -1.22567 1.24449 -0.00249  -0.158
H: -0.61889 3.29367 -0.08895  0.057
O: -0.95217 -0.39190 1.94822  0.060
C: -1.01529 -1.11587 -1.34574  0.048
H: 0.45550 2.09877 -0.97971  0.056
H: 1.16343 -2.52236 0.60007  0.119
C: -0.43339 2.26576 -0.37891  0.000
C: -0.31268 -0.20066 0.94033  -0.458
H: -0.76150 -1.61669 -2.28649  0.060
C: 1.11679 -1.60825 0.01005  -0.104
H: 1.74667 -1.69020 -0.87403  0.117
N: -0.29586 -1.27787 -0.33413  -0.106
H: -1.44994 0.33537 -0.82810  0.075
C: 1.24804 -0.32850 0.85339  -0.064
H: -2.08658 1.46949 0.62138  0.090
H: 1.70198 -0.44333 1.83546  0.112

=====

The following is a quantum chemistry calculation of an isolated molecule of C6H9NO, from the Open Molecules 2025 dataset.

Summary:
- LUMO level: 0.5 eV
- ΔE to the lowest compared entry with this formula, charge and spin: 107.3 kcal per mole
- E_HOMO: -7.1 eV
- Orbital gap: 0.2798 Eh
- DFT total energy: -9900.95207 eV

Each line ends with the Löwdin charge.
Element x y z (Å)
C: -1.65297 1.10295 0.42606  -0.026
N: -0.32274 -0.77405 1.68815  0.102
C: -0.30615 0.79393 1.01853  -0.515
C: 0.13470 -1.50034 0.19420  -0.081
H: 1.47616 0.65902 -3.49363  0.039
O: 0.41350 1.59515 1.55194  0.047
C: 1.25567 0.03087 -1.50594  -0.129
H: 0.47858 -0.76136 2.31459  0.121
C: 0.52676 -0.34414 -0.53435  -0.153
H: -2.27482 1.58255 1.18894  0.087
H: 0.91166 -2.20863 0.48499  0.108
H: -1.14888 -1.15032 2.15683  0.123
C: 1.95076 0.44204 -2.54478  -0.033
H: -1.53281 1.78393 -0.41210  0.093
H: -2.13765 0.19320 0.07895  0.073
H: 3.02910 0.52831 -2.50121  0.039
H: -0.80086 -1.97311 -0.11118  0.106

=====

The following is a quantum chemistry calculation of an isolated molecule of C6H9NO2, from the Open Molecules 2025 dataset.

Summary:
- SMILES string: C=C=C(O)[C@@H](C)C(N)=O
- LUMO level: 0.7 eV
- ΔE to the lowest compared entry with this formula, charge and spin: 41.4 kcal per mole
- E_HOMO: -8.8 eV
- Orbital gap: 0.3488 Eh
- DFT total energy: -11951.52131 eV

Each line ends with the Löwdin charge.
Element x y z (Å)
H: -0.58969 0.25000 1.79913  0.153
H: 0.15570 2.24620 -0.41046  0.091
C: -1.36549 -0.01568 -0.21322  -0.524
C: 1.07552 -0.78703 -0.76954  -0.043
H: 0.97544 -2.31433 -2.18487  0.059
C: -0.10367 2.00894 0.61833  -0.043
C: 0.97706 -0.24840 0.42560  -0.330
O: -2.00699 0.71489 -0.93755  0.077
O: 1.94207 -0.37684 1.38928  0.058
H: 0.68931 2.37800 1.26753  0.079
H: -1.03795 2.51522 0.84823  0.085
H: 1.83514 -0.78334 -2.70627  0.061
H: 1.73288 0.21398 2.12221  0.103
H: -2.51443 -1.67116 -0.48105  0.110
C: 1.31567 -1.32134 -1.92704  0.038
C: -0.28846 0.49950 0.77309  -0.238
N: -1.72779 -1.31036 0.03667  0.161
H: -1.06432 -1.99824 0.34990  0.103

=====

The following is a quantum chemistry calculation of an isolated molecule of C6H9NO2, from the Open Molecules 2025 dataset.

Summary:
- LUMO level (spin up / spin down): -0.8 / -0.8 eV
- ΔE to the lowest compared entry with this formula, charge and spin: 178.6 kcal per mole
- E_HOMO (spin up / spin down): -8.5 / -8.5 eV
- Orbital gap (spin up / spin down): 0.2846 / 0.2847 Eh
- DFT total energy: -11945.57508 eV

Each line ends with the Löwdin charge.
Element x y z (Å)
H: 0.46937 0.95130 -2.20835  0.081
C: -1.75016 -1.30617 0.16184  -0.070
C: -0.66104 0.93433 1.19729  -0.050
H: -0.82321 1.97815 1.58183  0.131
C: 1.41184 -0.32320 -0.76887  -0.018
C: -0.27690 0.86693 -0.22463  -0.076
N: 2.48398 -0.21486 0.08590  -0.407
H: -0.13584 0.30542 1.94792  0.132
C: 0.73060 0.94515 -1.23194  -0.133
C: -1.51967 0.20386 0.20261  -0.294
O: 3.09266 -1.29063 0.21500  0.030
H: -1.80575 -1.67702 -0.92916  0.109
H: -2.77030 -1.63118 0.66146  0.113
O: 2.60637 0.87377 0.70554  0.013
H: -2.46848 0.72003 -0.23095  0.168
H: 1.50964 1.71027 -1.06727  0.134
H: -1.07016 -1.77862 0.77063  0.033
H: 0.97707 -1.26752 -0.86885  0.104

=====

The records above yield largest force on an atom values of 0.9; 6.8; 8.5; 4.9; 2.3; 5.7; 7.5; 2.0; 1.2; 2.3; 1.8; 3.7 eV Å⁻¹, respectively.